One molecule with the formula C4H10S2Si. Source: the OMol25 dataset; level of theory: ωB97M-V/def2-TZVPD.

Values from the calculation:
HOMO ... -8.59 eV
LUMO energy ... -0.52 eV
Strongest force on any atom ... 4.47 eV/A
Gap between HOMO and LUMO ... 8.07 eV

Last columns: bonded neighbours and bond lengths (Å).
CARTESIAN COORDINATES (ANGSTROEM)
1 C -0.784 1.668 -2.513  S6 1.561, S7 2.139, H8 1.061
2 C -1.093 -1.149 1.701  Si5 1.923, H9 1.085, H10 1.093, H11 1.063
3 C 1.252 -1.344 -0.514  Si5 1.861, H12 1.076, H13 1.018, H14 1.068
4 C 0.570 1.188 0.742  Si5 1.860, H15 1.124, H16 1.115, H17 1.082
5 Si -0.202 -0.404 0.169  C2 1.923, C3 1.861, C4 1.860, S7 2.267
6 S -1.777 2.688 -3.152  C1 1.561
7 S -1.747 0.110 -1.407  C1 2.139, Si5 2.267
8 H 0.200 1.270 -2.547  C1 1.061
9 H -0.927 -2.199 1.917  C2 1.085
10 H -0.418 -0.733 2.454  C2 1.093
11 H -2.035 -0.756 2.001  C2 1.063
12 H 1.924 -0.787 -1.144  C3 1.076
13 H 1.672 -1.611 0.374  C3 1.018
14 H 1.105 -2.296 -0.976  C3 1.068
15 H 0.800 0.923 1.810  C4 1.124
16 H 1.573 1.403 0.303  C4 1.115
17 H -0.113 2.027 0.780  C4 1.082

Löwdin atomic charge list, values in e, 5 entries: number 1, C, carries -0.893; number 2, C, carries -0.185; number 3, C, carries -0.201; number 4, C, carries -0.228; number 5, Si, carries 0.268